1.
Formula: H2Se
Source: the Open Molecules 2025 dataset
Level of theory: ωB97M-V with the def2-TZVPD basis set

Structure (XYZ):
```
3
Properties=species:S:1:pos:R:3:lowdin_charge:R:1
Se -0.76919 0.07863 0.01092 0.21
H 0.88757 1.29053 -0.00480 0.01
H -0.11837 -1.36916 -0.00612 -0.22
```

Results
E_LUMO = -0.97 eV
DFT total energy = -2402.533211 Ha
Frontier orbital gap = 8.402 eV
2S+1 = 1
HOMO energy = -9.4 eV
Largest force on an atom = 3.813 eV/A

---

2.
Formula: C4H9NO2
Source: the Open Molecules 2025 dataset
Level of theory: ωB97M-V with the def2-TZVPD basis set

Structure (XYZ):
```
16
Properties=species:S:1:pos:R:3:lowdin_charge:R:1
O 1.22812 0.88920 2.69359 0.06
C 0.41646 0.88239 1.79863 -0.21
C 0.26312 -0.28017 0.83176 -0.31
C 0.39407 0.21671 -0.61978 -0.41
C 0.01697 -0.84802 -1.64151 -0.04
O -0.31807 1.44617 -0.77681 -0.06
N -1.03667 -0.98199 0.97550 0.06
H 0.08585 1.87162 1.43619 0.13
H 1.14237 -0.91224 0.94690 0.14
H 1.43496 0.52342 -0.78767 0.14
H 0.27837 -0.45352 -2.62326 0.08
H 0.62674 -1.72250 -1.43595 0.09
H -1.05359 -1.02138 -1.60100 0.08
H -0.47508 1.67683 -1.69921 0.10
H -1.72985 -0.37329 0.54037 0.08
H -1.27379 -0.91322 1.96224 0.07
```

Results
E_LUMO = 0.65 eV
DFT total energy = -363.010228 Ha
Frontier orbital gap = 9.986 eV
2S+1 = 1
HOMO energy = -9.3 eV
SMILES string = C[C@@H](O)[C@H](N)C=O
Largest force on an atom = 2.602 eV/A